# 1
Below is a structure of composition C17H18F2MnN3O4, with properties calculated with ωB97M-V/def2-TZVPD.

CARTESIAN COORDINATES (ANGSTROEM)
H -2.926 -1.063 3.055
C 3.115 0.146 -1.868
H 4.117 0.046 -1.481
H 4.146 0.212 3.203
C 0.557 0.458 -2.792
C 2.034 0.654 3.232
F 4.429 -0.208 0.715
H -1.881 3.545 0.941
C -2.548 2.716 0.680
N 0.740 0.414 -1.460
H -1.360 -0.313 3.371
H 0.483 -3.850 -1.214
H 0.438 -2.272 -0.388
O -3.255 3.454 -1.497
H 1.355 0.370 -4.765
H -2.179 -1.504 0.837
C -2.119 -0.479 2.606
H -1.856 -3.266 -0.927
C -2.607 2.641 -0.860
H 3.727 0.112 -3.916
H -0.040 1.052 3.030
C 2.900 0.178 -3.221
C -1.266 -2.654 -1.623
H -3.534 2.932 1.084
C 2.042 0.255 -0.962
N -1.476 -1.124 1.457
C 0.860 0.592 1.129
C 2.100 0.302 0.463
C 3.237 0.145 1.270
H 0.811 -2.350 -2.110
C 0.214 -2.799 -1.317
N -2.033 1.450 1.194
H -0.464 0.606 -3.123
H -2.445 -1.077 -1.937
Mn -0.758 0.648 -0.108
O -3.660 1.333 2.828
F 2.009 0.868 4.576
C 1.566 0.334 -3.706
O -1.618 -1.281 -1.489
H -1.489 -2.997 -2.638
H -0.871 -1.881 1.748
C -2.695 0.882 2.203
C 3.233 0.320 2.635
C 0.865 0.778 2.501
O -1.898 1.676 -1.357

## Properties
Multiplicity = 6
E_LUMO (alpha / beta) = 2.58 / 2.56 eV
E = -2474.66967 Eh
Kohn-Sham gap (alpha / beta) = 4.39 / 7.66 eV
Maximum force = 0.83 eV Å⁻¹
Energy relative to the best compared isomer or geometry (same formula, charge and spin) = 35.9 kcal/mol
Total charge = -1

Atomic partial charges in e from the Löwdin method, atoms 1 to 6: atom 1 (H): 0.1103, atom 2 (C): -0.0498, atom 3 (H): 0.0946, atom 4 (H): 0.1210, atom 5 (C): -0.1810, atom 6 (C): -0.2897

# 2
Below is a cluster of 8 separate species, C32H45F21NO16S2 in total, with properties calculated with ωB97M-V/def2-TZVPD.

CARTESIAN COORDINATES (ANGSTROEM)
H -3.411 2.312 7.758
F -5.868 -2.366 -4.294
F -5.869 -0.773 -5.667
O 2.134 6.604 1.558
C 2.244 4.874 6.471
C 6.601 -0.747 -4.246
O -2.418 -0.164 7.355
O 2.887 5.558 5.804
H 4.873 -0.277 -0.430
H 3.363 -6.470 -4.633
H -2.758 -2.333 3.116
H -2.176 -3.862 3.231
H -6.144 -2.864 -7.717
O -4.514 -0.798 -2.631
F -5.718 -3.471 -13.010
O 2.955 -6.832 -2.235
C -4.260 1.743 -3.009
C 5.249 6.164 1.807
C -2.812 1.626 -3.408
H -1.585 0.974 8.793
F 6.693 0.443 -4.729
H 6.193 -3.011 -0.634
C -6.900 -3.180 -11.035
H -0.684 1.009 7.297
H 1.938 7.676 7.065
F 0.941 8.979 1.345
H 5.878 7.044 1.701
O 6.200 -1.845 -2.267
C 4.909 -1.350 -0.259
H -7.260 -0.997 -9.867
H -2.206 2.314 -2.832
F -4.320 -1.737 6.972
C 1.824 8.851 2.279
H -1.230 -1.907 1.288
H 2.796 5.899 9.393
O 1.893 -0.838 1.966
H 3.912 -4.901 -5.168
F 3.962 -6.077 0.111
C 1.494 3.620 6.011
F -3.619 -2.464 5.143
H -2.503 2.428 6.267
H 7.060 -1.536 -0.397
H 2.466 8.235 8.650
H -7.790 -2.899 -8.317
H -0.546 -2.197 2.729
C -3.246 -1.940 6.289
F -5.291 -4.826 -11.439
H -0.182 -4.946 2.285
C -6.474 -1.594 -9.418
H -7.224 -1.503 -7.415
S -3.439 -2.693 0.080
H -3.145 -4.595 1.426
H -5.637 -0.936 -9.222
O 6.888 0.211 -2.101
C -1.683 1.038 7.718
O 3.936 -5.118 -3.156
H 4.863 -1.528 0.810
H -4.721 -2.420 0.083
F 2.134 2.549 6.415
O -1.903 -0.272 5.213
O -5.990 -2.564 -10.363
C 3.652 -5.917 -2.201
H -2.692 1.850 -4.465
C -3.351 -3.608 1.607
H -4.407 1.497 -1.963
O -8.037 -3.029 -10.947
C 1.984 7.420 8.119
F 4.340 -4.189 -0.759
C 6.582 -0.704 -2.722
H 5.884 5.293 1.927
F 2.677 9.824 2.171
H -1.865 3.168 7.730
O 1.508 -2.347 0.475
F 1.221 8.954 3.433
H 2.051 -4.227 0.702
O 2.064 5.008 7.729
F -2.541 -2.850 6.904
C -2.366 -3.094 2.588
C 6.167 -1.968 -0.835
O 3.559 7.520 2.922
F 7.622 -1.444 -4.655
F 5.677 -5.801 -1.067
C -1.120 -2.619 2.004
S -0.208 -4.019 1.329
F 0.297 3.595 6.524
F -7.107 -4.967 -12.494
H 4.038 -1.779 -0.732
H 4.913 6.397 3.905
H -2.441 0.617 -3.243
H 1.264 -5.416 -3.742
H 3.681 5.452 3.111
C 1.541 -3.483 1.187
O -5.095 0.909 -3.833
H 3.758 6.197 7.965
F -7.289 -0.835 -4.103
C 2.523 7.496 2.184
C -6.241 -4.141 -12.018
H 1.856 -3.839 -4.235
C 4.334 6.309 2.997
C -6.937 -2.250 -8.138
H -4.250 -3.587 2.068
H 0.962 7.323 8.477
H 1.904 -3.363 2.141
C 4.425 -5.494 -0.958
N 2.321 -1.254 1.055
H 1.461 -5.056 -5.455
H -4.616 2.753 -3.159
C 3.309 -5.408 -4.427
C -2.424 -0.655 6.178
F 5.510 -1.300 -4.709
C -2.407 2.314 7.343
C 1.886 -4.901 -4.469
C 2.743 6.131 8.337
F 1.392 3.551 4.723
C -5.104 -0.320 -3.502
H 4.683 6.057 0.886
C -6.049 -1.093 -4.415

## Properties
Multiplicity = 1
E_LUMO = -3.83 eV
E = -5398.11925 Eh
Kohn-Sham gap = 8.16 eV
Maximum force = 6.43 eV Å⁻¹
Total charge = +1

Atomic partial charges in e from the Löwdin method, atoms 1 to 6: atom 1 (H): 0.0866, atom 2 (F): 0.2149, atom 3 (F): 0.1911, atom 4 (O): 0.2057, atom 5 (C): -0.4853, atom 6 (C): -0.6604

# 3
Below is a structure of composition C3H5InO3, with properties calculated with ωB97M-V/def2-TZVPD.

CARTESIAN COORDINATES (ANGSTROEM)
H -0.119 -1.399 -0.399
C 1.573 -0.414 -0.004
H -1.899 1.529 0.858
In 4.196 0.149 -0.907
O 0.496 0.379 0.433
C -0.750 -0.195 0.346
O 1.197 -1.468 -0.568
O 2.591 0.249 -0.242
H -1.759 1.218 -0.888
H -2.816 0.184 0.128
C -1.870 0.735 0.094
H -0.842 -0.966 1.150

## Properties
Multiplicity = 2
E_LUMO (alpha / beta) = -18.15 / -18.15 eV
E = -531.59562 Eh
Kohn-Sham gap (alpha / beta) = 6.49 / 8.88 eV
Maximum force = 10.80 eV Å⁻¹
Energy relative to the best compared isomer or geometry (same formula, charge and spin) = 9.2 kcal/mol
Total charge = +3

Atomic partial charges in e from the Löwdin method, atoms 1 to 6: atom 1 (H): 0.3491, atom 2 (C): -0.4340, atom 3 (H): 0.2030, atom 4 (In): 1.6889, atom 5 (O): 0.1753, atom 6 (C): 0.0883

# 4
Below is the ion CH4N3 with charge +1, with properties calculated with ωB97M-V/def2-TZVPD.

CARTESIAN COORDINATES (ANGSTROEM)
N 0.231 -0.478 -0.207
H -1.107 1.328 -0.511
H -1.335 -1.531 0.636
N 1.307 0.092 -0.014
H 1.768 0.361 -0.834
H 1.760 0.247 0.852
C -1.034 -0.531 0.242
N -1.589 0.513 -0.166

## Properties
Multiplicity = 1
E_LUMO = -7.13 eV
E = -204.34764 Eh
Kohn-Sham gap = 8.96 eV
Maximum force = 3.83 eV Å⁻¹
Energy relative to the best compared isomer or geometry (same formula, charge and spin) = 99.2 kcal/mol
Total charge = +1

Atomic partial charges in e from the Löwdin method, atoms 1 to 6: atom 1 (N): 0.1260, atom 2 (H): 0.1062, atom 3 (H): 0.1692, atom 4 (N): 0.2532, atom 5 (H): 0.1520, atom 6 (H): 0.1661

Question: What is the multiplicity in the third record?
Answer: 2

Question: Among the records above, which one has the highest maximum force?
Answer: C3H5InO3

Question: Which of these has the highest total charge?
Answer: C3H5InO3

Please write out number 4 again, unchanged.
Below is the ion CH4N3 with charge +1, with properties calculated with ωB97M-V/def2-TZVPD.

CARTESIAN COORDINATES (ANGSTROEM)
N 0.231 -0.478 -0.207
H -1.107 1.328 -0.511
H -1.335 -1.531 0.636
N 1.307 0.092 -0.014
H 1.768 0.361 -0.834
H 1.760 0.247 0.852
C -1.034 -0.531 0.242
N -1.589 0.513 -0.166

## Properties
Multiplicity = 1
E_LUMO = -7.13 eV
E = -204.34764 Eh
Kohn-Sham gap = 8.96 eV
Maximum force = 3.83 eV Å⁻¹
Energy relative to the best compared isomer or geometry (same formula, charge and spin) = 99.2 kcal/mol
Total charge = +1

Atomic partial charges in e from the Löwdin method, atoms 1 to 6: atom 1 (N): 0.1260, atom 2 (H): 0.1062, atom 3 (H): 0.1692, atom 4 (N): 0.2532, atom 5 (H): 0.1520, atom 6 (H): 0.1661